Formula: C19H26N2O4
Source: the Open Molecules 2025 dataset
Level of theory: ωB97M-V/def2-TZVPD

Output
Energy above the lowest of the compared OMol25 structures with the same formula, charge and spin   1643.6 kJ/mol
Orbital gap   8.533 eV
Spin multiplicity   1
E_tot   -31279.919 eV
Total charge   0

Atoms and positions in Å:
C: 0.436 3.835 2.380
C: 0.473 3.775 0.786
C: -0.934 3.324 0.162
H: -1.554 4.074 0.518
H: -0.951 2.459 0.783
C: -0.747 3.024 -1.129
N: -2.084 2.699 -1.594
C: -2.836 3.673 -2.443
O: -3.939 3.325 -2.832
C: -2.411 5.157 -2.398
H: -2.214 5.306 -1.540
H: -1.497 5.059 -3.200
H: -3.069 5.855 -2.758
C: -2.673 1.345 -1.801
C: -3.191 1.066 -0.518
C: -2.405 -0.005 0.379
O: -2.425 -0.244 1.515
N: -1.402 -0.330 -0.559
C: -1.532 0.400 -2.011
O: -0.840 0.093 -2.756
C: -0.306 -1.298 -0.421
C: 0.227 -1.391 0.881
C: 1.193 -2.235 1.062
C: 1.437 -3.302 0.300
C: 0.910 -3.279 -1.280
C: -0.186 -2.244 -1.325
H: -0.600 -2.248 -2.084
H: 0.965 -4.087 -1.830
O: 2.451 -4.234 0.499
C: 3.171 -4.164 1.644
C: 4.094 -5.464 1.418
C: 3.432 -6.703 1.514
H: 2.561 -6.745 0.729
H: 4.067 -7.525 1.578
H: 2.808 -6.782 2.564
H: 4.659 -5.461 2.253
H: 4.805 -5.332 0.479
H: 3.631 -3.356 1.837
H: 2.518 -4.301 2.428
H: 1.755 -2.264 2.036
H: 0.011 -0.347 1.657
H: -4.382 0.340 -0.462
H: -3.433 1.848 0.251
H: -3.192 1.311 -2.490
H: -0.309 3.829 -1.773
H: -0.139 2.381 -1.480
H: 1.260 2.994 0.634
H: 0.837 4.757 0.447
H: -0.176 4.584 2.481
H: 1.504 3.940 2.724
H: 0.220 2.891 2.746

Formula: C23H40Cl4CsF9MgN2O11P3
Source: the Open Molecules 2025 dataset
Level of theory: ωB97M-V/def2-TZVPD

Output
Orbital gap   3.327 eV
Spin multiplicity   1
E_tot   -158390.706 eV
Total charge   +1

Atoms and positions in Å:
C: -1.529 0.541 2.932
C: -1.312 1.785 2.070
O: -2.355 1.959 1.133
C: -0.046 1.583 1.230
P: 0.342 2.996 0.135
C: 1.879 2.642 -0.820
C: 2.870 1.769 -0.040
C: 4.109 2.322 0.481
O: 2.921 1.916 1.342
P: 0.616 5.005 1.083
C: -0.770 5.295 2.212
O: 1.755 4.627 2.231
H: -1.957 0.743 3.910
H: -2.185 -0.153 2.398
H: -0.577 -0.001 3.060
H: -1.180 2.662 2.706
H: -3.205 1.996 1.576
H: 0.768 1.357 1.916
H: -0.267 0.698 0.658
H: -0.732 3.098 -0.762
H: 1.647 2.161 -1.768
H: 2.367 3.603 -0.974
H: 2.956 0.747 -0.418
H: 4.934 1.715 0.816
H: 4.233 3.387 0.615
H: -0.924 6.373 2.177
H: -0.484 5.007 3.221
H: -1.672 4.799 1.868
H: 2.571 5.103 2.073
F: -1.553 4.461 -0.247
Mg: 0.428 -1.845 3.973
C: -1.271 -1.228 -3.145
C: -0.080 -0.306 -3.388
O: 0.897 -0.942 -4.194
C: 0.647 -0.926 -5.521
O: -0.318 -0.430 -6.024
O: 1.646 -1.535 -6.127
C: 1.563 -1.530 -7.564
H: -0.950 -2.190 -2.766
H: -1.963 -0.792 -2.441
H: -1.786 -1.373 -4.094
H: 0.415 -0.094 -2.451
H: -0.400 0.642 -3.817
H: 1.424 -0.517 -7.932
H: 0.730 -2.149 -7.894
H: 2.510 -1.936 -7.901
C: -1.517 0.007 9.532
C: -2.171 -0.522 8.250
C: -1.745 0.115 6.922
F: -2.099 1.403 6.838
F: -2.366 -0.538 5.894
F: -3.510 -0.526 8.324
F: -1.744 -1.825 8.126
O: -2.224 0.960 10.271
C: -2.084 2.306 10.022
C: -3.438 2.947 9.670
F: -3.983 2.301 8.604
F: -3.234 4.226 9.329
F: -1.183 2.525 9.039
F: -1.654 2.900 11.121
H: -1.453 -0.872 10.173
H: -0.499 0.335 9.314
H: -0.663 0.021 6.785
H: -4.109 2.879 10.527
C: 1.426 4.414 -4.483
Cl: 0.696 4.866 -2.952
Cl: 3.186 4.358 -4.309
Cl: 0.870 2.782 -4.976
Cl: 0.979 5.558 -5.731
O: -0.710 6.745 14.294
P: -0.978 5.792 13.132
O: 0.102 4.720 13.083
O: -1.018 6.659 11.882
O: -2.308 5.051 13.284
C: 3.554 -8.269 -9.367
C: 2.077 -8.598 -9.268
N: 1.298 -7.466 -8.725
C: 1.423 -6.939 -7.460
C: 0.514 -5.942 -7.352
N: -0.158 -5.873 -8.553
C: 0.338 -6.808 -9.358
C: -1.247 -4.952 -8.891
H: 3.977 -8.018 -8.395
H: 4.086 -9.139 -9.747
H: 3.728 -7.435 -10.046
H: 1.894 -9.454 -8.621
H: 1.651 -8.825 -10.243
H: 2.140 -7.318 -6.754
H: 0.281 -5.280 -6.536
H: 0.011 -7.002 -10.366
H: -2.145 -5.513 -9.134
H: -0.960 -4.327 -9.732
H: -1.439 -4.328 -8.025
Cs: -0.304 -1.143 -0.917

Formula: CH4N3
Source: the Open Molecules 2025 dataset
Level of theory: ωB97M-V/def2-TZVPD

Output
Energy above the lowest of the compared OMol25 structures with the same formula, charge and spin   495.8 kJ/mol
Orbital gap   10.068 eV
Spin multiplicity   1
SMILES   [NH3+]N1C=N1
E_tot   -5559.746 eV
Total charge   +1

Atoms and positions in Å:
C: 1.296 -0.869 0.134
N: 1.379 0.443 0.497
N: 0.500 0.087 -0.565
N: -0.984 0.396 -0.087
H: 1.749 -1.853 0.060
H: -1.638 0.516 -0.917
H: -0.972 1.376 0.072
H: -1.329 -0.097 0.808

Formula: C25H38BeF7LiN2O13S
Source: the Open Molecules 2025 dataset
Level of theory: ωB97M-V/def2-TZVPD

Output
Orbital gap   1.593 eV
Spin multiplicity   1
E_tot   -86576.167 eV
Total charge   0

Atoms and positions in Å:
C: 3.163 2.871 2.847
C: 2.959 1.883 1.985
C: 2.561 0.535 1.222
C: 1.181 0.609 0.327
C: 0.997 -0.952 -0.166
C: -0.296 -1.214 -1.074
C: -0.223 -2.791 -1.532
C: -1.032 -3.077 -2.900
N: -1.188 -4.588 -3.079
C: -0.882 -4.907 -4.514
C: -1.739 -4.175 -5.682
O: 0.052 -5.756 -4.739
C: -0.002 0.787 1.463
O: -0.198 1.854 2.147
O: -0.873 -0.295 1.840
N: 1.153 1.602 -0.755
O: 0.843 2.860 -0.376
C: -0.466 3.290 -0.812
C: -1.425 2.148 -1.392
C: -1.138 1.808 -2.942
C: -2.943 2.777 -1.348
C: -3.965 2.045 -2.359
C: -3.537 2.595 0.178
S: 2.517 1.802 -1.767
O: 2.149 3.022 -2.656
O: 3.802 2.297 -1.080
C: 2.948 0.472 -2.982
F: 3.029 1.048 -4.322
F: 1.927 -0.563 -3.156
C: 4.331 -0.306 -2.755
F: 4.423 -1.014 -1.482
F: 4.364 -1.380 -3.763
C: 5.694 0.514 -2.922
F: 5.606 1.845 -3.377
F: 6.660 -0.199 -3.752
F: 6.319 0.569 -1.608
H: 3.458 3.621 3.677
H: 2.390 -0.355 1.958
H: 3.459 0.234 0.570
H: 0.956 -1.681 0.743
H: 2.004 -1.208 -0.690
H: -1.308 -1.098 -0.545
H: -0.350 -0.616 -2.054
H: 0.898 -3.027 -1.760
H: -0.529 -3.497 -0.672
H: -0.429 -2.662 -3.791
H: -2.098 -2.657 -2.808
H: -0.524 -5.091 -2.467
H: -1.402 -4.562 -6.710
H: -1.538 -3.032 -5.621
H: -2.879 -4.308 -5.490
H: -1.019 3.756 0.104
H: -0.334 4.143 -1.574
H: -1.462 1.241 -0.687
H: -1.339 2.725 -3.634
H: -1.691 0.853 -3.325
H: -0.006 1.568 -3.100
H: -2.922 3.919 -1.522
H: -5.030 2.450 -2.101
H: -3.769 2.419 -3.446
H: -3.989 0.900 -2.273
H: -3.368 1.534 0.609
H: -4.691 2.746 0.104
H: -3.127 3.411 0.900
C: -3.247 -4.589 5.485
C: -2.790 -4.040 6.824
O: -1.572 -3.300 6.685
C: -1.703 -2.054 6.188
O: -2.740 -1.520 5.868
O: -0.474 -1.515 6.084
C: -0.459 -0.220 5.479
H: -2.447 -5.165 5.012
H: -4.123 -5.230 5.609
H: -3.508 -3.782 4.795
H: -2.579 -4.870 7.503
H: -3.564 -3.427 7.295
H: -1.150 0.462 5.981
H: -0.702 -0.303 4.417
H: 0.551 0.184 5.574
Li: 5.450 -3.053 -2.870
C: 0.805 5.128 4.697
O: 0.977 5.863 3.690
O: 0.455 3.881 4.340
O: 0.908 5.376 5.912
H: 0.491 4.111 3.387
Be: -3.302 -0.266 0.424
O: 4.657 4.569 -2.893
H: 3.935 4.020 -2.594